Molecular formula: C30H75F4K2N2O28P5S4
Method: DFT, ωB97M-V with the def2-TZVPD basis set

Values from the calculation:
- Total energy: -225949.601 eV
- Gap between HOMO and LUMO: 5.41 eV
- ΔE to the lowest compared entry with this formula, charge and spin: 203.8 kcal per mole
- HOMO level: -8.17 eV

Each line ends with the Mulliken charge.
Cartesian coordinates (Å):
K: -0.894 -13.814 16.018  0.915
K: 0.732 -11.153 14.732  0.916
N: 1.568 -13.663 14.471  0.208
S: 1.043 -14.787 13.294  0.860
O: 0.243 -15.854 13.873  -0.597
O: 1.685 -15.082 12.007  -0.574
F: -0.085 -13.789 12.801  -0.249
S: 2.910 -14.361 14.659  0.198
O: 3.977 -13.839 13.824  -0.388
O: 2.902 -15.767 15.135  -0.239
F: 3.283 -13.664 16.063  -0.122
N: 8.281 -16.039 15.598  -0.516
S: 9.052 -14.934 16.663  1.065
O: 9.105 -15.420 18.053  -0.559
O: 8.922 -13.500 16.469  -0.565
F: 10.538 -15.335 16.146  -0.315
S: 6.904 -15.777 16.179  0.766
O: 6.143 -14.544 15.974  -0.016
O: 6.596 -16.594 17.385  -0.392
F: 6.165 -16.627 14.987  -0.463
C: 6.782 -23.227 15.602  -1.217
C: 5.501 -22.446 15.990  -0.271
O: 5.897 -21.683 17.169  -0.371
P: 5.800 -20.074 17.032  1.228
O: 6.775 -19.518 16.064  -0.695
O: 4.194 -19.853 16.738  -0.464
C: 3.671 -18.548 16.762  0.363
C: 2.121 -18.652 16.405  -1.380
O: 5.998 -19.498 18.558  -0.240
C: 5.141 -20.028 19.542  0.198
C: 5.429 -19.340 20.849  -1.324
H: 7.658 -22.579 15.571  0.302
H: 7.091 -23.868 16.428  0.315
H: 6.802 -23.669 14.606  0.372
H: 5.247 -21.822 15.133  0.269
H: 4.653 -23.110 16.156  0.331
H: 3.834 -18.118 17.750  0.199
H: 4.197 -18.018 15.967  0.159
H: 1.552 -17.755 16.647  0.024
H: 1.961 -18.973 15.375  0.357
H: 1.759 -19.500 16.987  0.498
H: 4.116 -19.858 19.212  0.005
H: 5.162 -21.110 19.665  0.352
H: 6.439 -19.665 21.100  0.363
H: 5.308 -18.258 20.810  0.225
H: 4.806 -19.822 21.603  0.429
C: 1.669 -11.806 10.708  -0.811
C: 1.644 -10.524 9.808  -0.393
O: 1.175 -9.314 10.429  -0.261
P: -0.260 -9.124 11.123  0.545
O: -0.423 -9.674 12.498  -0.400
O: -0.562 -7.505 10.925  -0.305
C: -1.653 -6.847 11.555  -0.150
C: -1.130 -5.576 12.277  -1.206
O: -1.317 -9.608 9.993  -0.251
C: -2.447 -10.317 10.348  0.066
C: -2.946 -11.045 9.184  -1.308
H: 2.127 -11.467 11.637  0.170
H: 0.690 -12.114 11.077  0.205
H: 2.174 -12.659 10.255  0.505
H: 2.674 -10.329 9.509  0.287
H: 0.928 -10.520 8.986  0.291
H: -2.400 -6.542 10.823  0.309
H: -2.163 -7.498 12.265  0.282
H: -1.757 -4.732 11.987  0.346
H: -0.901 -5.684 13.337  0.297
H: -0.197 -5.233 11.830  0.323
H: -2.165 -11.064 11.090  0.181
H: -3.178 -9.630 10.776  0.277
H: -3.500 -10.269 8.657  0.302
H: -2.153 -11.568 8.649  0.312
H: -3.708 -11.795 9.397  0.388
C: 5.596 -7.451 9.223  -1.285
C: 5.114 -8.319 10.396  0.305
O: 6.222 -8.870 11.133  -0.355
P: 7.007 -10.164 10.576  0.908
O: 6.350 -11.018 9.525  -0.767
O: 7.465 -10.970 11.910  -0.077
C: 6.917 -12.266 12.119  -0.312
C: 7.387 -12.894 13.434  -0.778
O: 8.427 -9.564 10.080  -0.437
C: 9.119 -8.796 11.038  -0.176
C: 10.345 -9.538 11.264  -1.209
H: 5.828 -8.024 8.325  0.332
H: 4.728 -6.882 8.892  0.459
H: 6.411 -6.768 9.466  0.292
H: 4.533 -7.681 11.063  0.381
H: 4.318 -8.980 10.053  -0.198
H: 5.829 -12.328 12.099  0.261
H: 7.358 -12.915 11.362  0.281
H: 6.846 -12.414 14.250  -0.061
H: 7.259 -13.977 13.432  0.368
H: 8.404 -12.580 13.667  0.400
H: 9.355 -7.792 10.685  0.401
H: 8.543 -8.574 11.937  0.301
H: 10.837 -9.256 12.195  0.340
H: 10.232 -10.623 11.254  0.265
H: 11.091 -9.494 10.470  0.342
C: 0.682 -19.708 20.134  -1.149
C: -0.356 -18.535 19.738  -0.276
O: 0.256 -17.324 19.987  -0.180
P: -0.386 -15.918 19.568  0.693
O: -1.033 -15.836 18.232  -0.719
O: -1.212 -15.504 20.825  -0.392
C: -1.858 -14.227 20.990  -0.098
C: -3.173 -14.270 20.191  -1.075
O: 0.908 -14.927 19.648  -0.065
C: 1.730 -14.945 18.540  0.453
C: 3.046 -15.409 18.977  -0.365
H: 1.692 -19.512 19.773  0.110
H: 0.674 -20.032 21.175  0.394
H: 0.442 -20.654 19.649  0.431
H: -0.475 -18.534 18.654  0.283
H: -1.360 -18.658 20.144  0.378
H: -1.966 -13.922 22.030  0.418
H: -1.216 -13.385 20.731  0.066
H: -3.693 -13.313 20.202  0.419
H: -3.037 -14.463 19.127  0.205
H: -3.945 -14.954 20.542  0.290
H: 1.368 -15.546 17.706  -0.009
H: 1.753 -13.897 18.242  -0.017
H: 3.359 -14.784 19.814  0.046
H: 2.973 -16.409 19.404  0.197
H: 3.661 -15.312 18.082  0.011
C: 5.791 -11.636 17.429  -0.791
C: 4.601 -11.798 18.404  0.669
O: 4.874 -10.934 19.460  -0.452
P: 4.447 -11.340 20.935  0.708
O: 4.569 -10.386 22.021  -0.813
O: 2.946 -11.905 20.695  0.304
C: 2.057 -11.935 21.789  0.005
C: 1.333 -10.627 21.702  -1.171
O: 5.342 -12.693 21.167  -0.272
C: 6.777 -12.646 21.049  -0.419
C: 7.090 -13.994 20.385  -0.685
H: 5.463 -12.157 16.530  -0.208
H: 6.132 -10.611 17.279  0.402
H: 6.733 -12.123 17.681  0.234
H: 3.657 -11.577 17.905  0.234
H: 4.497 -12.832 18.732  -0.274
H: 1.351 -12.723 21.523  -0.111
H: 2.599 -12.196 22.697  0.368
H: 0.908 -10.513 20.705  0.221
H: 0.506 -10.642 22.413  0.423
H: 2.049 -9.838 21.931  0.358
H: 7.079 -11.834 20.388  0.283
H: 7.324 -12.434 21.968  0.402
H: 8.134 -14.007 20.073  0.391
H: 6.859 -14.854 21.014  0.325
H: 6.475 -14.124 19.494  -0.124

Molecular formula: C30H75F6N5O10P
Method: DFT, ωB97M-V with the def2-TZVPD basis set

Values from the calculation:
- Total energy: -85839.786 eV
- Charge: -1
- Gap between HOMO and LUMO: 7.93 eV
- ΔE to the lowest compared entry with this formula, charge and spin: 54.0 kcal per mole
- HOMO level: -5.67 eV

Each line ends with the Mulliken charge.
Cartesian coordinates (Å):
P: -10.073 13.474 -14.500  1.366
F: -11.565 13.774 -15.143  -0.461
F: -9.419 14.721 -15.301  -0.638
F: -10.272 14.482 -13.297  -0.369
F: -8.638 13.176 -13.797  -0.349
F: -10.738 12.161 -13.782  -0.364
F: -9.685 12.436 -15.743  -0.456
C: -17.907 10.940 -16.976  -0.697
O: -17.865 12.262 -17.473  -0.352
C: -16.894 13.205 -16.934  0.243
C: -16.740 14.411 -17.929  -0.885
N: -16.098 14.040 -19.131  -0.214
C: -14.698 14.351 -19.332  -1.280
C: -13.714 13.951 -18.230  -0.055
O: -13.530 12.496 -18.301  -0.394
C: -13.332 11.805 -17.114  0.109
H: -17.045 10.582 -16.413  0.266
H: -17.889 10.384 -17.913  0.245
H: -18.801 10.829 -16.363  0.266
H: -15.938 12.758 -16.661  -0.228
H: -17.394 13.401 -15.986  0.466
H: -16.440 15.381 -17.532  0.373
H: -17.714 14.617 -18.374  0.350
H: -16.289 13.090 -19.417  0.295
H: -14.604 15.405 -19.591  0.367
H: -14.375 13.843 -20.240  0.418
H: -14.068 14.152 -17.219  0.360
H: -12.762 14.365 -18.562  0.305
H: -14.259 11.342 -16.778  -0.022
H: -12.933 12.485 -16.361  0.225
H: -12.727 10.918 -17.299  -0.089
C: -8.295 7.280 -20.680  -0.792
O: -7.851 8.621 -20.532  -0.262
C: -6.891 8.743 -19.489  -0.686
C: -6.697 10.228 -19.069  -0.673
N: -7.748 11.227 -19.444  -0.347
C: -8.617 11.575 -18.301  -0.894
C: -9.478 10.413 -17.995  -0.237
O: -10.002 9.781 -19.229  -0.355
C: -11.229 9.019 -18.863  -0.841
H: -8.817 7.237 -21.636  0.251
H: -8.969 6.921 -19.902  0.260
H: -7.481 6.567 -20.807  0.368
H: -5.957 8.305 -19.839  0.498
H: -7.211 8.214 -18.591  0.316
H: -5.751 10.443 -19.566  0.490
H: -6.342 10.324 -18.043  0.305
H: -7.228 12.092 -19.478  0.327
H: -9.213 12.486 -18.356  0.429
H: -7.934 11.892 -17.513  0.313
H: -10.338 10.549 -17.340  0.551
H: -8.943 9.597 -17.509  0.108
H: -12.053 9.616 -19.253  0.244
H: -11.383 8.836 -17.800  0.408
H: -11.233 8.016 -19.290  0.255
C: -8.459 17.082 -11.828  -0.790
O: -7.631 18.166 -12.326  0.115
C: -7.611 19.186 -11.366  -0.773
C: -6.991 20.441 -12.005  -1.025
N: -6.053 20.102 -13.102  -0.038
C: -4.738 19.831 -12.681  -0.732
C: -3.842 19.447 -13.856  -0.922
O: -4.528 18.490 -14.640  0.495
C: -3.677 18.098 -15.774  -1.063
H: -9.500 17.272 -11.566  0.358
H: -7.958 16.730 -10.927  0.387
H: -8.432 16.231 -12.509  -0.116
H: -7.035 18.856 -10.502  0.411
H: -8.636 19.347 -11.031  0.451
H: -6.777 20.999 -11.094  0.333
H: -7.853 20.929 -12.460  0.430
H: -5.946 21.077 -13.345  0.275
H: -4.976 19.081 -11.928  0.113
H: -4.347 20.600 -12.015  0.497
H: -2.823 19.187 -13.568  0.325
H: -3.678 20.202 -14.625  0.524
H: -2.779 17.539 -15.508  0.368
H: -3.519 18.793 -16.598  0.293
H: -4.195 17.317 -16.331  0.190
C: -20.572 9.563 -9.504  -0.734
O: -19.209 9.244 -9.832  -0.324
C: -18.342 9.022 -8.696  -0.571
C: -16.968 8.447 -8.978  -0.689
N: -16.047 9.394 -9.739  -0.306
C: -14.772 8.765 -10.012  -0.715
C: -13.935 9.491 -11.045  -0.543
O: -14.628 9.848 -12.266  -0.391
C: -13.740 10.604 -13.111  -0.686
H: -21.060 8.651 -9.157  0.286
H: -21.139 10.035 -10.306  0.257
H: -20.582 10.337 -8.736  0.305
H: -18.957 8.574 -7.915  0.480
H: -18.174 10.021 -8.293  0.285
H: -16.877 7.474 -9.460  0.428
H: -16.451 8.103 -8.082  0.404
H: -16.414 9.713 -10.624  0.270
H: -14.628 7.725 -10.304  0.328
H: -14.244 8.941 -9.075  0.309
H: -13.064 8.837 -11.071  0.374
H: -13.676 10.427 -10.549  0.318
H: -12.809 10.066 -13.292  0.337
H: -13.486 11.536 -12.607  0.383
H: -14.322 10.973 -13.956  0.190
C: -6.134 20.512 -16.894  -0.996
O: -6.549 19.184 -16.430  0.083
C: -7.048 18.311 -17.365  -0.805
C: -8.122 17.446 -16.532  -0.942
N: -7.536 16.894 -15.323  0.223
C: -6.695 15.782 -15.619  -0.517
C: -6.146 15.353 -14.308  -1.022
O: -5.768 16.545 -13.612  0.507
C: -4.658 16.283 -12.723  -1.151
H: -5.280 20.394 -17.560  0.370
H: -5.882 21.027 -15.967  0.102
H: -6.892 21.126 -17.380  0.365
H: -6.289 17.719 -17.877  0.322
H: -7.740 18.723 -18.100  0.454
H: -8.592 16.686 -17.156  0.420
H: -8.954 18.056 -16.179  0.494
H: -8.328 16.352 -15.005  0.093
H: -6.041 15.885 -16.485  0.490
H: -7.294 14.944 -15.977  0.216
H: -5.359 14.665 -14.619  0.228
H: -6.790 14.907 -13.550  0.344
H: -4.958 15.643 -11.893  0.299
H: -4.359 17.258 -12.339  0.143
H: -3.740 15.870 -13.142  0.344

Molecular formula: C30H75InN5NaO14P
Method: DFT, ωB97M-V with the def2-TZVPD basis set

Values from the calculation:
- Total energy: -87307.281 eV
- Charge: +1
- Gap between HOMO and LUMO: 3.07 eV
- HOMO level: -11.01 eV

Each line ends with the Mulliken charge.
Cartesian coordinates (Å):
In: 17.380 -19.509 -18.920  0.953
Na: 18.841 -14.891 -21.095  0.547
P: 17.012 -17.100 -21.046  0.162
O: 17.198 -18.551 -21.652  -0.893
O: 16.929 -15.914 -22.033  -0.123
O: 18.230 -16.941 -20.053  -0.537
O: 15.861 -17.299 -20.068  -0.888
C: 16.573 -13.847 -19.534  -0.076
O: 17.452 -13.027 -20.259  -0.284
C: 16.857 -12.082 -21.169  -1.244
C: 16.317 -12.857 -22.345  0.572
N: 17.395 -13.491 -23.149  -0.230
C: 17.107 -13.529 -24.580  -0.908
C: 16.095 -14.633 -24.946  0.534
O: 15.746 -14.665 -26.343  -0.454
C: 16.835 -14.667 -27.212  -0.607
H: 15.955 -14.486 -20.167  -0.407
H: 15.914 -13.252 -18.899  0.593
H: 17.094 -14.561 -18.895  0.036
H: 17.527 -11.294 -21.510  0.332
H: 16.041 -11.589 -20.636  0.393
H: 15.763 -12.141 -22.956  0.536
H: 15.557 -13.548 -21.980  -0.343
H: 17.155 -14.409 -22.795  0.569
H: 18.023 -13.526 -25.169  0.385
H: 16.580 -12.629 -24.902  0.376
H: 15.220 -14.555 -24.298  -0.119
H: 16.421 -15.611 -24.579  -0.067
H: 16.623 -14.891 -28.258  0.345
H: 17.442 -15.552 -26.994  0.095
H: 17.532 -13.828 -27.223  0.372
C: 21.057 -19.094 -25.893  -0.513
O: 20.207 -18.164 -26.537  -0.394
C: 18.860 -18.611 -26.467  -1.047
C: 18.194 -18.346 -25.065  0.548
N: 18.229 -19.395 -24.058  0.566
C: 17.484 -20.570 -24.496  -0.958
C: 16.016 -20.279 -24.992  0.070
O: 15.995 -20.000 -26.394  -0.422
C: 14.938 -19.142 -26.828  -0.476
H: 22.047 -18.735 -26.179  0.263
H: 20.998 -20.126 -26.239  0.303
H: 20.940 -18.907 -24.824  0.091
H: 18.674 -19.583 -26.924  0.527
H: 18.333 -17.903 -27.109  0.244
H: 17.209 -17.897 -25.219  -0.454
H: 18.748 -17.490 -24.676  0.482
H: 17.803 -18.983 -23.234  0.004
H: 17.331 -21.239 -23.648  0.085
H: 17.991 -21.204 -25.223  0.500
H: 15.628 -19.464 -24.376  -0.164
H: 15.352 -21.108 -24.740  0.668
H: 15.133 -18.076 -26.686  0.101
H: 13.962 -19.474 -26.477  0.211
H: 14.977 -19.141 -27.918  0.360
C: 18.113 -23.041 -20.333  -0.967
O: 17.356 -21.909 -20.825  -0.100
C: 16.076 -22.361 -21.275  -1.330
C: 15.064 -21.234 -21.190  0.678
N: 14.789 -20.968 -19.777  -0.222
C: 13.741 -19.953 -19.722  0.414
C: 13.349 -19.849 -18.214  -0.574
O: 12.805 -21.002 -17.609  -0.379
C: 11.449 -21.296 -18.005  -0.707
H: 17.655 -23.599 -19.514  0.362
H: 19.028 -22.568 -19.977  0.262
H: 18.277 -23.815 -21.083  0.316
H: 15.682 -23.253 -20.784  0.573
H: 16.185 -22.630 -22.329  0.426
H: 14.210 -21.357 -21.861  0.582
H: 15.461 -20.297 -21.588  -0.680
H: 14.280 -21.767 -19.415  0.337
H: 12.960 -20.159 -20.456  0.409
H: 14.137 -18.958 -19.923  -0.474
H: 12.683 -18.988 -18.114  0.513
H: 14.259 -19.638 -17.653  0.048
H: 11.256 -21.339 -19.079  0.254
H: 10.788 -20.563 -17.541  0.317
H: 11.142 -22.291 -17.685  0.284
C: 11.403 -19.458 -24.725  -0.793
O: 12.285 -19.145 -23.690  -0.267
C: 12.928 -17.885 -23.776  -1.202
C: 13.994 -17.825 -22.685  1.574
N: 13.593 -17.064 -21.457  0.074
C: 13.504 -15.622 -21.800  0.569
C: 13.101 -14.780 -20.581  -1.001
O: 13.069 -13.421 -20.790  -0.294
C: 12.046 -12.918 -21.612  -0.780
H: 11.900 -19.293 -25.682  0.280
H: 10.519 -18.836 -24.575  0.300
H: 11.118 -20.509 -24.693  0.259
H: 12.193 -17.081 -23.711  0.630
H: 13.411 -17.778 -24.750  0.346
H: 15.018 -17.546 -22.953  -0.651
H: 14.158 -18.865 -22.400  -0.747
H: 14.400 -17.055 -20.833  -0.104
H: 12.863 -15.372 -22.648  0.387
H: 14.432 -15.197 -22.196  -0.208
H: 13.869 -14.894 -19.815  0.200
H: 12.117 -15.087 -20.221  0.550
H: 11.012 -13.021 -21.275  0.335
H: 12.096 -13.368 -22.604  0.310
H: 12.184 -11.838 -21.652  0.277
C: 21.956 -12.193 -15.720  -0.719
O: 20.881 -13.040 -15.997  -0.370
C: 21.008 -13.573 -17.304  -0.491
C: 20.162 -14.827 -17.589  -0.831
N: 20.134 -15.230 -18.984  0.517
C: 21.465 -15.676 -19.478  -1.091
C: 21.482 -16.598 -20.729  -0.290
O: 21.084 -15.839 -21.864  -0.352
C: 20.900 -16.625 -23.037  -0.955
H: 21.800 -11.731 -14.746  0.277
H: 22.055 -11.419 -16.483  0.303
H: 22.903 -12.737 -15.716  0.304
H: 22.045 -13.872 -17.465  0.382
H: 20.620 -12.874 -18.049  0.282
H: 19.169 -14.531 -17.247  0.360
H: 20.561 -15.704 -17.074  0.382
H: 19.480 -15.985 -19.141  0.071
H: 21.966 -16.255 -18.697  0.569
H: 22.144 -14.836 -19.630  0.349
H: 20.727 -17.370 -20.563  0.047
H: 22.460 -17.056 -20.880  0.515
H: 21.799 -17.081 -23.455  0.515
H: 20.501 -15.983 -23.823  0.445
H: 20.224 -17.474 -22.909  0.181